[1]
79
Properties=species:S:1:pos:R:3:forces:R:3:nbo_charge:R:1 method="wB97M-V/def2-TZVPD" energy_ev=-235563.479 charge=-2
Li -0.775 -0.909 -0.909 0.0 -0.5 0.3 0.8330
Cl -4.244 -1.741 -0.718 0.2 -0.1 0.0 -0.0423
C -3.162 -3.109 -1.017 -0.2 0.0 0.1 0.0407
C -1.796 -2.890 -1.145 0.0 -0.2 0.0 -0.4324
C -1.075 -4.055 -1.346 0.1 -0.1 -0.1 -0.0634
Cl 0.686 -3.940 -1.531 -0.1 0.0 0.0 -0.0448
C -1.617 -5.339 -1.435 0.1 0.0 0.0 -0.0918
Cl -0.631 -6.751 -1.715 -0.1 0.1 0.0 -0.0126
C -2.992 -5.492 -1.304 0.0 0.0 0.0 -0.1061
Cl -3.720 -7.067 -1.414 0.0 0.1 0.0 -0.0054
C -3.776 -4.363 -1.088 -0.1 0.1 0.0 -0.1398
Cl -5.498 -4.561 -0.916 0.1 0.0 0.0 -0.0096
C 3.875 -2.050 -0.451 0.0 0.0 0.1 -0.9807
As 2.490 -0.906 -1.223 0.0 0.3 -0.2 0.9623
C 2.771 -1.391 -3.120 0.1 0.0 0.1 -0.9565
C 3.506 0.800 -1.328 -0.1 0.0 0.0 -0.3039
C 4.890 0.874 -1.189 -0.1 0.1 0.0 -0.2290
C 5.545 2.100 -1.231 0.0 0.0 0.0 -0.2245
C 4.818 3.268 -1.415 0.0 0.0 0.0 -0.2547
C 3.435 3.205 -1.551 0.0 -0.1 0.0 -0.1663
C 2.767 1.984 -1.503 0.1 -0.2 0.0 -0.3635
As 0.812 1.778 -1.742 0.0 0.1 0.0 0.9524
C 0.435 3.459 -2.692 0.0 0.0 0.0 -0.9657
C 0.216 2.425 0.024 0.0 0.0 -0.1 -0.9470
H 4.676 -2.251 -1.165 0.0 0.0 0.0 0.1975
H 3.398 -2.984 -0.154 0.0 0.0 0.0 0.2423
H 4.271 -1.572 0.446 0.0 0.0 0.0 0.2465
H 3.800 -1.189 -3.419 0.0 0.0 0.0 0.1978
H 2.084 -0.809 -3.734 0.0 0.0 0.0 0.2320
H 2.542 -2.449 -3.251 0.0 0.0 0.0 0.2256
H 5.465 -0.030 -1.030 0.0 0.0 0.0 0.2070
H 6.622 2.140 -1.117 0.0 0.0 0.0 0.1952
H 5.322 4.227 -1.444 0.0 0.0 0.0 0.1937
H 2.874 4.122 -1.685 0.0 0.0 0.0 0.1902
H 0.662 4.334 -2.080 0.0 0.0 0.0 0.1984
H -0.628 3.454 -2.933 0.0 0.0 0.0 0.2360
H 1.004 3.499 -3.621 0.0 0.0 0.0 0.2179
H 0.946 3.115 0.450 0.0 0.0 0.0 0.2044
H 0.052 1.584 0.697 0.0 0.0 -0.1 0.2487
H -0.738 2.929 -0.128 0.0 0.0 0.0 0.2263
I -7.441 4.726 -2.144 -0.1 0.1 0.0 0.0666
C -5.796 3.429 -2.182 0.0 0.0 0.0 -0.1463
C -5.134 3.141 -0.999 0.1 -0.1 0.0 -0.2692
C -4.044 2.276 -1.036 -0.1 0.0 0.0 -0.1644
C -3.616 1.721 -2.235 0.1 0.1 0.0 -0.1477
C -4.302 2.022 -3.404 -0.1 0.1 -0.1 -0.1130
C -5.400 2.875 -3.390 0.1 -0.1 0.0 -0.2911
C -2.398 0.792 -2.280 -0.4 -0.1 0.1 0.7629
O -2.017 0.423 -3.395 0.2 0.0 -0.1 -0.7075
O -1.928 0.493 -1.146 0.1 0.3 -0.1 -0.8455
H -5.463 3.575 -0.065 0.0 0.0 0.0 0.2144
H -3.513 2.007 -0.132 0.0 0.0 0.0 0.2479
H -3.948 1.577 -4.325 0.0 0.0 0.0 0.2313
H -5.935 3.105 -4.302 0.0 0.0 0.0 0.2093
C -2.553 -0.082 5.662 0.0 0.0 0.0 -0.2641
C -1.254 0.311 5.356 0.0 0.0 0.0 -0.2221
C -0.655 -0.081 4.168 0.0 0.0 0.1 -0.2334
C -1.336 -0.888 3.250 0.1 -0.1 -0.2 0.0500
C -2.644 -1.264 3.566 -0.1 0.0 0.0 -0.2317
C -3.246 -0.872 4.754 0.0 0.0 0.0 -0.2250
C -0.739 -1.342 1.964 -0.2 0.1 0.2 -0.3820
C 0.529 -1.269 1.560 0.0 -0.1 0.0 -0.2499
C 1.728 -0.910 2.215 0.0 0.0 -0.1 0.0192
C 2.399 -1.829 3.077 0.0 0.0 -0.1 -0.2904
C 3.662 -1.575 3.571 0.0 0.0 0.0 -0.2104
C 4.350 -0.395 3.262 -0.1 -0.1 0.0 -0.3507
C 3.703 0.531 2.449 -0.1 0.0 -0.1 -0.1944
C 2.436 0.291 1.939 0.1 0.0 0.0 -0.3407
H -3.018 0.228 6.590 0.0 0.0 0.0 0.1892
H -0.701 0.936 6.049 0.0 0.0 0.0 0.1929
H 0.355 0.237 3.938 0.0 0.0 0.0 0.2230
H -3.194 -1.867 2.851 0.0 0.0 0.0 0.2106
H -4.264 -1.180 4.967 0.0 0.0 0.0 0.1935
H -1.479 -1.808 1.307 -0.1 0.1 0.0 0.1822
H 1.897 -2.760 3.314 0.0 0.0 0.0 0.2008
H 4.130 -2.314 4.214 0.0 0.0 0.0 0.1864
H 5.345 -0.207 3.645 0.0 0.0 0.0 0.1876
H 4.200 1.460 2.187 0.0 0.0 0.0 0.1951
H 1.975 1.036 1.304 0.1 0.0 0.0 0.2086

***

[2]
88
Properties=species:S:1:pos:R:3:forces:R:3:lowdin_charge:R:1 method="wB97M-V/def2-TZVPD" energy_ev=-83297.107 smiles="COC[C@@H](NCCCCS(=O)(=O)Cl)OC[C@H](C)O.O=C1c2ccccc2C(=O)c2ccccc21.O=C1c2ccccc2C(=O)c2ccccc21"
C 2.940 -4.875 1.843 -0.1 -0.1 -0.4 -0.0965
O 1.799 -5.032 1.015 -0.1 0.1 -0.1 -0.1812
C 0.566 -4.929 1.691 0.4 -0.2 0.4 -0.1446
C 0.157 -3.500 2.082 0.0 0.4 -0.9 -0.3515
N 0.736 -2.468 1.238 0.2 -0.3 0.1 0.0385
C 1.671 -1.586 1.917 -0.3 0.3 0.1 -0.2409
C 2.310 -0.580 0.974 -0.1 0.0 0.3 -0.1669
C 2.725 0.725 1.669 0.0 -0.7 -0.3 -0.2009
C 3.365 0.543 3.041 0.2 0.1 -0.1 -0.2497
S 2.280 1.015 4.388 -0.2 0.9 0.2 0.3186
O 2.817 2.181 5.006 0.7 -0.1 0.4 -0.3377
O 0.929 1.107 3.961 -0.7 -0.6 -0.4 -0.3391
Cl 2.348 -0.492 5.773 0.2 -0.1 -0.3 0.3832
O -1.250 -3.508 1.980 0.1 -0.1 0.6 -0.1011
C -1.920 -2.472 2.684 -0.2 0.0 -0.2 -0.1428
C -2.526 -1.403 1.783 -0.1 0.0 0.0 -0.3945
C -2.984 -1.933 0.436 -0.1 0.0 -0.2 -0.0242
O -1.639 -0.295 1.672 0.2 0.2 -0.4 -0.0452
H 3.472 -5.817 1.915 0.0 -0.3 0.2 0.0852
H 2.687 -4.520 2.835 -0.1 0.1 0.3 0.0828
H 3.611 -4.164 1.373 0.1 0.2 0.0 0.0832
H 0.602 -5.531 2.601 -0.1 -0.1 0.2 0.1272
H -0.199 -5.368 1.068 -0.1 0.1 -0.4 0.1280
H 0.461 -3.295 3.107 -0.1 0.1 0.3 0.1464
H 1.144 -2.866 0.401 0.0 -0.1 0.1 0.1222
H 1.101 -1.028 2.655 -0.2 0.1 0.2 0.0954
H 2.450 -2.116 2.471 0.2 -0.2 0.1 0.1007
H 1.585 -0.331 0.211 -0.2 0.1 -0.3 0.1124
H 3.156 -1.040 0.473 0.3 -0.1 -0.1 0.1124
H 1.857 1.364 1.726 -0.2 0.3 0.2 0.1016
H 3.458 1.220 1.047 0.1 0.3 -0.2 0.1148
H 4.188 1.234 3.146 0.2 0.2 0.3 0.1003
H 3.772 -0.444 3.199 -0.1 -0.4 0.2 0.0893
H -2.713 -2.921 3.280 -0.1 -0.3 -0.1 0.1265
H -1.261 -1.958 3.375 0.3 0.1 0.2 0.1234
H -3.404 -1.026 2.305 -0.1 0.2 0.2 0.1321
H -2.707 -1.231 -0.343 0.1 0.2 -0.2 0.0777
H -2.568 -2.897 0.185 0.2 -0.1 0.0 0.0737
H -4.062 -2.017 0.383 -0.3 -0.1 0.1 0.0775
H -1.350 -0.217 0.752 0.0 -0.1 0.3 0.0784
O -4.282 -4.761 -7.742 0.0 0.0 0.0 0.1069
C -4.295 -4.572 -6.544 0.0 0.0 -0.2 -0.2774
C -3.747 -5.588 -5.602 0.0 0.1 0.1 -0.0825
C -3.193 -6.755 -6.112 0.1 -0.1 0.0 -0.0025
C -2.651 -7.694 -5.253 0.0 0.0 0.0 -0.0568
C -2.657 -7.472 -3.880 0.0 0.0 -0.1 -0.0563
C -3.219 -6.317 -3.365 0.1 -0.1 0.0 -0.0016
C -3.769 -5.373 -4.222 0.0 0.0 -0.1 -0.0819
C -4.384 -4.143 -3.650 0.0 0.0 0.2 -0.2762
O -4.448 -3.980 -2.449 0.0 0.0 0.0 0.1031
C -4.912 -3.117 -4.592 0.0 -0.1 -0.1 -0.0821
C -5.457 -1.946 -4.081 0.0 0.1 0.0 -0.0022
C -5.928 -0.972 -4.943 0.0 0.0 0.0 -0.0563
C -5.857 -1.162 -6.319 0.0 0.0 0.1 -0.0566
C -5.324 -2.331 -6.833 -0.1 0.1 0.0 -0.0023
C -4.853 -3.314 -5.973 0.0 0.0 0.1 -0.0824
H -3.188 -6.920 -7.180 0.0 0.1 0.0 0.1203
H -2.218 -8.602 -5.652 0.0 0.0 0.0 0.1072
H -2.224 -8.203 -3.211 0.0 0.0 0.0 0.1073
H -3.231 -6.140 -2.299 -0.1 0.1 0.0 0.1201
H -5.506 -1.804 -3.011 0.0 -0.1 0.0 0.1188
H -6.350 -0.059 -4.543 0.0 0.0 0.0 0.1075
H -6.219 -0.395 -6.990 0.0 0.0 0.0 0.1073
H -5.270 -2.485 -7.901 0.0 -0.1 0.0 0.1203
O 3.569 9.125 3.658 0.0 0.0 0.0 0.1050
C 3.344 8.321 2.778 0.0 0.1 0.2 -0.2783
C 2.713 7.007 3.079 0.0 0.0 -0.1 -0.0842
C 2.358 6.708 4.389 0.0 -0.1 0.1 0.0023
C 1.745 5.502 4.681 0.0 0.0 0.0 -0.0428
C 1.477 4.589 3.666 -0.1 0.1 0.0 -0.0576
C 1.839 4.878 2.362 0.0 -0.1 0.1 0.0042
C 2.464 6.082 2.062 0.0 0.1 0.0 -0.0835
C 2.865 6.361 0.657 0.0 -0.2 -0.2 -0.2781
O 2.699 5.535 -0.218 0.0 0.0 0.0 0.1002
C 3.476 7.685 0.351 0.0 0.0 0.1 -0.0832
C 3.826 7.982 -0.960 0.0 0.1 -0.1 -0.0042
C 4.371 9.217 -1.265 0.0 0.0 0.0 -0.0591
C 4.568 10.161 -0.262 0.0 0.0 0.0 -0.0584
C 4.231 9.865 1.047 0.1 0.1 -0.1 -0.0032
C 3.688 8.626 1.360 0.0 -0.1 -0.1 -0.0820
H 2.564 7.423 5.173 0.0 0.1 -0.1 0.1201
H 1.472 5.268 5.701 0.0 0.0 0.0 0.1131
H 0.988 3.656 3.896 0.0 0.0 0.0 0.0851
H 1.638 4.171 1.569 0.0 0.1 -0.1 0.1160
H 3.666 7.246 -1.734 0.0 -0.1 0.1 0.1192
H 4.641 9.449 -2.287 0.0 0.0 0.0 0.1064
H 4.988 11.128 -0.504 0.0 0.0 0.0 0.1066
H 4.386 10.593 1.831 0.0 -0.1 0.1 0.1199

***

[3]
80
Properties=species:S:1:pos:R:3:forces:R:3:mulliken_spin:R:1 method="wB97M-V/def2-TZVPD" energy_ev=-59880.423 spin_multiplicity=2 s2=0.755 charge=+1
Ru 0.877 -1.117 0.194 -1.7 -1.2 -0.2 0.7416
C 4.409 -2.149 -1.957 0.2 0.0 0.2 0.0012
C 3.362 -1.827 -0.945 0.9 -0.2 0.2 0.0520
N 2.178 -1.463 -1.263 -0.9 0.2 0.0 -0.0157
N 1.756 -1.320 -2.552 -0.5 0.2 -0.1 -0.0176
C 0.452 -1.007 -2.565 0.8 -0.2 0.0 0.0124
O -0.263 -0.943 -1.504 -0.4 0.1 0.1 -0.0015
C -0.191 -0.703 -3.849 -0.1 -0.2 -0.2 0.0102
C 0.542 -0.699 -5.036 0.0 -0.1 0.1 -0.0028
C -0.088 -0.388 -6.227 -0.1 0.0 -0.1 0.0009
C -1.443 -0.076 -6.238 0.0 0.1 0.0 -0.0012
C -2.173 -0.074 -5.056 0.0 0.0 0.0 0.0010
C -1.549 -0.383 -3.860 0.1 -0.1 0.0 0.0004
C 3.603 -1.858 0.518 0.2 0.0 -0.7 -0.0192
C 4.798 -2.222 1.087 0.6 -0.2 0.1 0.0033
C 4.933 -2.195 2.471 0.3 -0.1 -0.3 -0.0007
C 3.861 -1.814 3.247 -0.2 0.1 0.2 0.0025
C 2.683 -1.460 2.614 -0.1 0.0 0.0 0.0015
N 2.568 -1.487 1.285 -0.5 0.1 0.7 0.0200
H 4.000 -2.022 -2.953 0.0 0.0 0.0 -0.0007
H 4.767 -3.175 -1.842 0.0 0.1 0.0 0.0004
H 5.267 -1.482 -1.840 0.0 0.0 0.0 0.0023
H 1.598 -0.931 -5.009 0.0 0.0 0.0 -0.0007
H 0.473 -0.392 -7.153 0.0 0.0 0.0 0.0000
H -1.927 0.185 -7.171 0.0 -0.1 0.0 0.0000
H -3.229 0.167 -5.068 0.1 0.0 0.0 0.0000
H -2.092 -0.370 -2.924 0.0 0.0 -0.1 0.0017
H 5.619 -2.520 0.447 0.0 0.0 0.1 0.0003
H 5.872 -2.468 2.935 0.0 0.0 -0.1 -0.0002
H 3.925 -1.794 4.326 0.0 0.1 0.0 0.0005
H 1.800 -1.158 3.158 0.0 0.0 0.0 -0.0056
C -0.986 -4.184 4.154 0.0 0.0 0.0 -0.0002
O -0.601 -4.620 2.827 0.0 -0.2 0.4 0.0017
C -0.218 -3.668 2.009 -0.3 0.5 -0.3 -0.0061
O -0.162 -2.480 2.225 0.0 -0.1 0.9 -0.0006
N 0.105 -4.158 0.776 0.2 -0.1 0.4 0.0023
N 0.251 -3.198 -0.223 0.8 0.4 -0.6 -0.0103
H -0.987 -5.078 4.764 0.0 -0.1 0.0 0.0000
H -1.977 -3.742 4.120 -0.1 0.0 -0.1 0.0001
H -0.277 -3.456 4.534 0.1 0.0 0.0 0.0001
H -0.088 -5.118 0.540 -0.1 0.0 -0.2 -0.0006
H -0.597 -3.116 -0.789 0.1 0.2 0.1 -0.0010
H 1.021 -3.494 -0.815 -0.1 -0.1 -0.3 0.0049
C 0.244 2.169 3.464 0.3 0.3 0.0 0.0045
C 0.236 2.644 2.001 -0.5 -0.6 -0.1 0.0007
C -0.205 4.105 1.860 0.3 0.1 0.2 -0.0009
C 1.626 2.450 1.383 0.1 0.3 0.2 -0.0076
Si -0.958 1.504 1.037 0.2 0.8 0.1 0.0282
O -0.339 -0.021 1.173 0.5 0.3 -0.4 0.1899
C -2.720 1.524 1.648 -0.2 -0.2 -0.1 0.0014
C -3.606 0.652 0.996 0.0 0.1 0.1 0.0009
C -4.960 0.636 1.302 0.1 0.0 0.0 -0.0002
C -5.458 1.489 2.279 0.0 0.0 0.0 0.0001
C -4.598 2.349 2.948 0.1 0.0 0.0 0.0000
C -3.242 2.364 2.636 -0.1 -0.1 -0.1 -0.0017
C -0.955 2.129 -0.740 -0.1 -0.4 -0.2 0.0013
C -2.014 2.906 -1.221 0.1 0.0 -0.1 -0.0022
C -2.036 3.360 -2.537 0.0 0.0 0.1 0.0012
C -0.994 3.048 -3.399 0.0 0.0 0.0 -0.0005
C 0.066 2.271 -2.948 0.1 0.2 0.2 0.0020
C 0.079 1.822 -1.634 -0.1 0.4 0.0 0.0231
H 0.981 2.736 4.052 -0.1 -0.1 -0.1 0.0000
H 0.512 1.108 3.530 0.0 0.1 0.0 -0.0031
H -0.726 2.298 3.947 0.1 0.0 0.0 0.0002
H 0.523 4.775 2.340 -0.1 -0.1 0.0 0.0002
H -1.173 4.290 2.330 0.1 0.0 -0.1 0.0002
H -0.277 4.400 0.810 0.0 0.0 0.0 -0.0004
H 2.391 2.931 2.010 -0.1 -0.1 -0.1 -0.0004
H 1.689 2.899 0.390 0.0 0.0 0.0 0.0005
H 1.896 1.390 1.304 0.0 0.0 0.0 0.0024
H -3.226 -0.025 0.233 0.0 0.1 0.0 0.0011
H -5.628 -0.042 0.783 0.0 0.0 0.0 0.0000
H -6.514 1.483 2.518 0.0 0.0 0.0 0.0000
H -4.981 3.007 3.719 0.0 0.0 0.0 0.0001
H -2.594 3.041 3.179 0.0 0.0 0.0 0.0000
H -2.834 3.162 -0.557 0.0 0.0 -0.1 0.0000
H -2.871 3.955 -2.889 0.0 0.0 0.0 0.0001
H -1.006 3.408 -4.422 0.0 0.0 0.0 -0.0002
H 0.878 2.020 -3.621 0.0 0.0 0.0 -0.0003
H 0.921 1.223 -1.300 0.1 0.1 0.0 -0.0172

***

[4]
30
Properties=species:S:1:pos:R:3:forces:R:3:mulliken_spin:R:1 method="wB97M-V/def2-TZVPD" spin_multiplicity=3 de_lowest_ev=2.6101 s2=2.030 charge=+2
C -3.088 -0.215 0.442 -2.1 0.0 1.1 0.1761
C -2.359 0.355 1.472 0.8 -0.3 2.0 -0.0631
C -2.770 -0.106 -0.881 1.3 -0.4 -1.1 -0.0287
C -1.216 1.027 1.230 1.8 -1.0 -2.9 0.1618
C -1.549 0.384 -1.240 2.2 2.3 -0.8 0.1417
C -0.729 0.976 -0.181 -0.2 0.8 0.8 0.0089
C 1.421 2.523 0.210 0.0 0.9 -0.6 -0.0005
C 1.489 2.244 -1.336 -0.5 -1.3 2.2 0.0113
C 1.535 -0.640 0.224 0.4 1.5 -4.3 0.2252
C 0.580 1.488 -0.362 0.7 0.0 -0.7 0.1815
N 1.329 -1.163 -1.035 1.1 -0.8 1.7 0.2508
N 1.205 -1.151 1.417 -4.1 -4.0 0.0 0.3491
N 0.765 -2.434 -1.207 -1.4 0.9 0.8 -0.0004
N 0.300 -2.182 1.605 3.2 3.6 1.5 0.5695
H -4.046 -0.639 0.685 -0.1 -0.4 0.1 0.0080
H -2.416 0.196 2.567 -1.5 -0.1 -0.8 0.0004
H -3.312 -0.529 -1.692 -1.1 -0.2 -0.1 -0.0006
H -0.564 1.260 2.083 -0.2 0.6 -0.7 0.0056
H -1.260 0.536 -2.380 -0.4 -0.5 2.7 0.0013
H 2.324 2.280 0.759 0.2 -0.3 -0.3 0.0072
H 1.053 3.471 0.577 -0.6 -0.1 0.0 0.0060
H 1.024 2.807 -2.104 -0.7 0.8 -0.2 0.0050
H 2.477 1.964 -1.641 0.3 -0.8 -0.1 0.0031
H 2.397 -0.049 0.340 0.9 1.0 -0.2 0.0044
H 1.922 -0.800 -1.794 -0.3 0.1 0.6 -0.0081
H 1.456 -0.752 2.292 0.8 0.7 0.6 -0.0169
H 1.422 -3.163 -1.364 1.0 -0.5 -0.3 0.0134
H -0.134 -2.652 0.878 -0.8 -0.9 -2.4 -0.0142
H 0.647 -2.652 2.398 -0.6 -1.3 1.5 -0.0037
H 0.099 -2.383 -1.960 -0.3 -0.1 -0.2 0.0058

***

Number 1: largest force on an atom 0.011 hartree/bohr. Number 2: largest force on an atom 0.020 hartree/bohr. Number 3: largest force on an atom 0.041 hartree/bohr. Number 4: largest force on an atom 0.111 hartree/bohr.